# C5H13NS2

An isolated ion of composition C5H13NS2 and charge +1 in a non-equilibrium geometry (the ωB97M-V functional and the def2-TZVPD basis, the OMol25 dataset).

Results
Multiplicity: 2
Energy relative to the best compared isomer or geometry (same formula, charge and spin) (kJ/mol): 229.7
Total energy (eV): -28545.7825
LUMO (spin up / spin down) (eV): -2.913 / -7.816
Kohn-Sham gap (spin up / spin down) (Ha): 0.366 / 0.185
Charge: +1
E_HOMO (spin up / spin down) (eV): -12.88 / -12.86

Positions of all 21 atoms, in Å:
C 1.486 2.021 0.514
C 2.829 1.236 0.109
S 2.496 -0.442 -0.567
C 0.207 1.569 -0.247
N -0.931 1.158 0.723
C -0.966 -0.233 0.956
C -2.494 -0.721 0.554
S -2.582 -1.970 -0.797
H 1.495 3.135 0.152
H 1.401 2.116 1.603
H 3.566 1.273 0.891
H 3.254 1.835 -0.726
H 1.610 -0.964 0.302
H 0.417 0.703 -1.028
H -0.209 2.492 -0.712
H -1.060 1.864 1.422
H -0.210 -0.940 0.489
H -0.927 -0.489 2.099
H -3.228 -1.101 1.350
H -2.953 0.217 0.199
H -1.641 -2.890 -0.588